ORCA calculation (ωB97M-V with the def2-TZVPD basis set) on the molecule C23H32N4S2 at a distorted geometry.

XYZ file:
```
61
Properties=species:S:1:pos:R:3:mulliken_charge:R:1
C -1.2011 -1.5141 -0.0117 -1.177
H -0.8547 -2.4443 0.4245 0.610
H -0.8901 -0.5980 0.5542 0.143
H -2.2586 -1.5594 -0.3612 0.109
C -0.3812 -1.5916 -1.5188 1.808
C -0.8387 -2.6425 -2.2628 -1.841
H -1.9039 -2.5780 -2.4798 0.323
H -0.1578 -2.5403 -3.3108 0.260
H -0.7362 -3.4851 -1.9015 0.731
C 1.1259 -1.6035 -1.0127 -1.879
N 1.4181 -0.6399 0.1986 0.714
C 1.8368 -1.3473 1.1864 0.234
N 2.3946 -0.8656 2.2057 -0.100
H 2.7916 -1.1384 3.1080 0.349
C 2.5985 0.7244 2.2213 -0.398
H 1.7358 1.2376 1.9530 -0.030
H 2.6131 0.8877 3.4488 0.334
C 3.9351 1.0866 1.8304 -1.188
C 4.1292 0.9610 0.2129 0.483
C 4.5752 -0.2650 -0.0881 -0.514
C 4.5425 -0.6036 -1.6503 -0.768
C 3.8729 0.3726 -2.2935 -0.152
C 3.4079 1.5603 -1.9223 -0.670
C 3.3697 1.7839 -0.4506 -0.200
H 2.9756 2.8136 -0.5008 0.435
H 3.0412 2.1642 -2.6798 0.530
H 3.9898 -0.1308 -3.5084 0.036
H 5.0787 -1.3490 -1.9517 0.735
H 4.9893 -1.0406 0.5935 0.334
H 4.1463 2.1687 1.9977 0.382
H 4.7733 0.7033 2.2166 0.643
S 1.9267 -3.1186 1.3472 -0.486
H 1.5677 0.2062 0.1520 -0.157
H 1.2774 -2.7384 -0.8211 0.367
H 1.6739 -1.3010 -1.8440 0.379
C -0.6095 0.1191 -2.0817 -1.782
N -0.1197 1.0961 -1.6184 -0.118
C -0.7322 1.7993 -0.1738 0.292
N -2.0665 1.6893 -0.2213 0.306
H -2.6562 1.0259 -0.6110 0.106
C -2.6664 2.1468 1.0451 -0.881
H -2.6307 1.7558 2.0458 0.310
H -2.5171 3.2175 1.0311 0.530
C -4.3050 2.0078 0.6626 -1.668
C -4.7683 0.7853 0.3083 0.854
C -4.6136 -0.2433 1.4194 -0.393
C -4.9830 -1.6177 1.2346 -0.515
C -5.1236 -2.1037 -0.0666 -1.027
C -5.1306 -0.9738 -1.2635 -0.546
C -4.9929 0.3315 -0.8679 0.175
H -4.7715 1.0078 -1.7937 0.149
H -5.2858 -1.3635 -2.2252 0.492
H -5.2933 -2.9344 -0.3917 0.827
H -5.0779 -2.2825 2.1167 0.326
H -4.5037 0.0973 2.5611 0.225
H -4.4670 2.8680 -0.0140 0.401
H -4.7944 2.4804 1.4439 0.621
S 0.1193 2.8229 0.5196 -0.434
H 0.8692 1.3763 -1.5354 -0.027
H 0.0019 -0.1471 -2.7950 1.040
H -1.6568 -0.0396 -2.4044 0.362
```

Values from the calculation:
F_max ... 18.21 eV/A
Electronic energy ... -1910.3535 Eh
ΔE to the lowest compared entry with this formula, charge and spin ... 1931.9 kJ/mol
Structure (SMILES) ... CC(C)(CNC(=S)NCCc1ccccc1)CNC(=S)NCCc1ccccc1
Molar mass ... 428.671 g/mol
Kohn-Sham gap ... 0.2586 Ha

---

ORCA calculation (ωB97M-V with the def2-TZVPD basis set) on a structure of composition C23H33AuCl3GeN5O2PS4 at a distorted geometry.

XYZ file:
```
73
Properties=species:S:1:pos:R:3:mulliken_spin:R:1
Au -0.5698 -1.2454 0.3275 0.000
O 1.4720 -1.3829 -0.2214 0.000
C 1.6324 -1.3550 -1.6099 0.004
C 3.0899 -0.9984 -1.9110 -0.001
C 3.7267 -0.7889 -3.1002 -0.001
C 5.0785 -0.4011 -2.9230 0.000
C 5.4301 -0.2941 -1.6121 0.000
S 4.1269 -0.6777 -0.5714 0.000
C 1.2473 -2.7008 -2.1854 0.000
C -0.0040 -3.2407 -2.2764 -0.001
C 0.0035 -4.5973 -2.6979 0.000
C 1.2624 -5.0591 -2.9286 0.000
S 2.4471 -3.8501 -2.6441 0.000
C 0.8271 -0.2330 -2.2590 0.000
C 0.0265 -0.2328 -3.3675 -0.001
C -0.4973 1.0496 -3.6668 0.001
C -0.0621 2.0066 -2.7995 0.000
S 0.9784 1.3643 -1.6072 0.000
H 3.2556 -0.9175 -4.0644 0.000
H 5.7612 -0.2086 -3.7376 0.000
H 6.3886 -0.0034 -1.2127 0.000
H -0.9100 -2.6806 -2.0795 0.000
H -0.8896 -5.1937 -2.8182 0.000
H 1.5653 -6.0315 -3.2833 0.000
H -0.1908 -1.1185 -3.9454 0.000
H -1.1734 1.2533 -4.4845 0.000
H -0.2653 3.0665 -2.8156 0.000
C -1.6981 0.8974 3.5627 -0.021
N -2.3748 1.9452 2.8097 0.319
C -3.0258 2.9568 3.6347 -0.020
P -1.8999 2.2368 1.2440 -0.052
O -1.1920 1.0998 0.6166 0.023
N -0.7934 3.5273 1.3327 0.595
C -1.2146 4.9022 1.4883 -0.028
C 0.6225 3.2763 1.5114 -0.018
N -3.1741 2.8458 0.4224 0.012
C -4.5377 3.0794 0.8852 0.001
C -2.9503 3.0336 -1.0153 0.001
H -0.9586 1.3232 4.2472 0.013
H -1.2097 0.2029 2.8851 0.002
H -2.4369 0.3519 4.1532 0.017
H -2.3632 3.2766 4.4432 0.008
H -3.9250 2.5352 4.0897 0.014
H -3.3052 3.8253 3.0444 0.004
H -2.2825 4.9924 1.3110 0.004
H -0.6859 5.5290 0.7647 0.033
H -0.9686 5.2757 2.4876 0.029
H 0.8296 2.2173 1.3911 0.001
H 0.9473 3.6100 2.5025 0.029
H 1.1945 3.8410 0.7705 0.028
H -4.7019 4.1334 1.1301 0.001
H -5.2287 2.8104 0.0873 0.001
H -4.7761 2.4651 1.7482 -0.001
H -3.1732 4.0636 -1.3050 0.000
H -3.5930 2.3655 -1.5908 0.000
H -1.9138 2.8090 -1.2669 -0.002
Cl -3.5421 -0.8583 -2.0488 -0.001
Ge -2.9504 -1.5632 -0.1114 -0.004
Cl -4.1899 -0.5019 1.2882 0.000
Cl -3.4788 -3.6254 0.0733 -0.001
C 2.8282 -2.0722 2.7468 0.000
N 2.5355 -3.1445 1.8141 0.001
C 3.4550 -3.8550 1.0999 0.001
C 2.7746 -4.7229 0.3013 0.001
N 1.4522 -4.5186 0.5437 0.000
C 1.3019 -3.5493 1.4642 -0.001
S -0.1843 -2.9744 2.0713 0.007
H 3.8810 -2.1037 3.0096 0.000
H 2.2253 -2.1848 3.6438 0.000
H 2.5961 -1.1170 2.2750 0.000
H 4.5125 -3.7024 1.2203 0.000
H 3.1360 -5.4540 -0.3974 0.000
H 0.6792 -5.0092 0.1158 0.000
```

Values from the calculation:
F_max ... 2.08 eV/A
Electronic energy ... -6847.3391 Eh
ΔE to the lowest compared entry with this formula, charge and spin ... 18.4 kJ/mol
Charge ... +2
Multiplicity ... 2
Molar mass ... 946.728 g/mol
Kohn-Sham gap (spin up / spin down) ... 0.1627 / 0.1219 Ha
Expectation value of S² ... 0.760

---

ORCA calculation (ωB97M-V with the def2-TZVPD basis set) on a cluster of 3 separate species, C23H33Br2N5O2 in total.

XYZ file:
```
65
Properties=species:S:1:pos:R:3:mulliken_charge:R:1
C 0.7645 -3.4298 -0.9678 -1.488
C 0.8134 -1.9994 -0.3723 0.417
C 1.1777 -0.9334 -1.3963 -0.103
C 0.8424 0.5136 -1.0112 -1.124
N -0.4180 1.0501 -1.5826 -0.227
C -1.5312 0.1738 -1.6040 -0.106
C -1.8579 -0.5046 -2.7903 -0.204
C -2.9217 -1.3878 -2.8560 -1.084
C -3.6784 -1.5598 -1.7057 -0.538
C -3.3969 -0.8774 -0.5364 2.037
C -2.3177 0.0125 -0.4415 -0.067
C -1.9779 0.8216 0.7808 -1.470
Br -1.4640 -0.2999 2.3008 -0.002
C -3.1246 1.7476 1.2421 -0.075
C -3.9619 2.3070 0.0960 -1.249
Br -2.3958 3.2450 2.2483 -0.125
C -4.4393 -1.2977 0.4563 0.174
O -4.5479 -1.0724 1.6178 -0.507
N -5.4035 -2.1095 -0.2453 0.186
N -6.6970 -1.4675 -0.2720 -0.660
C -4.8745 -2.4217 -1.5196 -0.120
O -5.2622 -3.2496 -2.2772 -0.528
H -0.1949 -3.8748 -0.7135 0.403
H 0.8665 -3.4277 -2.0488 0.314
H 1.5228 -4.0354 -0.4893 0.354
H 1.5587 -1.9919 0.4198 0.454
H -0.1393 -1.8036 0.1050 -0.321
H 0.7661 -1.2028 -2.3683 0.406
H 2.2612 -0.9767 -1.5170 -0.066
H 0.8100 0.6411 0.0679 0.194
H 1.6355 1.1411 -1.4047 0.590
H -0.2484 1.4326 -2.5000 0.423
H -1.2448 -0.3396 -3.6638 0.519
H -3.1676 -1.9165 -3.7637 0.524
H -1.1417 1.4638 0.5483 0.911
H -3.7535 1.1665 1.9049 0.453
H -4.5247 1.5141 -0.3851 0.259
H -3.3050 2.7838 -0.6285 0.308
H -4.6368 3.0512 0.5015 0.485
H -6.5473 -0.4603 -0.2862 0.286
H -7.1274 -1.6562 0.6261 0.288
C 1.0214 6.0788 4.3000 -1.069
C 0.9580 5.3766 5.6515 -0.405
C 1.8279 4.1168 5.7100 -0.441
C 1.3744 3.0947 4.7691 0.245
N 1.0195 2.3047 4.0159 -0.372
H 0.6429 5.4379 3.5021 0.284
H 0.4162 6.9852 4.3124 0.315
H 2.0463 6.3618 4.0525 0.316
H -0.0770 5.1187 5.8819 0.289
H 1.2961 6.0618 6.4310 0.303
H 1.8064 3.6977 6.7172 0.276
H 2.8680 4.3657 5.4920 0.275
C 6.8699 -3.7677 -3.2133 -1.165
C 5.6093 -3.0161 -3.6253 -0.543
C 4.8958 -2.3534 -2.4424 -0.131
C 4.4060 -3.3338 -1.4751 0.333
N 4.0430 -4.1125 -0.7139 -0.497
H 6.6383 -4.5867 -2.5311 0.346
H 7.3625 -4.1934 -4.0872 0.341
H 7.5791 -3.1020 -2.7180 0.300
H 4.9243 -3.6984 -4.1314 0.316
H 5.8720 -2.2379 -4.3442 0.339
H 4.0488 -1.7674 -2.8026 0.075
H 5.5700 -1.6601 -1.9360 0.349
```

Values from the calculation:
F_max ... 0.97 eV/A
Electronic energy ... -6468.4697 Eh
Structure (SMILES) ... CCCCNc1ccc2c(c1[C@H](Br)[C@H](C)Br)C(=O)N(N)C2=O.CCCC#N.CCCC#N
Molar mass ... 571.358 g/mol
Kohn-Sham gap ... 0.3132 Ha

---

ORCA calculation (ωB97M-V with the def2-TZVPD basis set) on the molecule C23H33ClN2O5S at a distorted geometry.

XYZ file:
```
65
Properties=species:S:1:pos:R:3:mulliken_charge:R:1
O -5.7471 -0.1491 -1.5494 -0.723
S -5.3183 -0.1406 -0.1843 1.254
O -6.0894 -0.8211 0.8115 -0.730
N -5.2432 1.4497 0.2804 0.057
C -5.0280 1.7596 1.6737 -0.720
H -5.3638 0.9008 2.2531 0.373
C -3.5544 2.0837 1.9436 -0.174
H -3.4241 2.4724 2.9548 0.375
O -3.0901 3.0960 1.0766 -0.444
C -3.2179 2.7188 -0.2780 -0.137
H -2.8479 3.5643 -0.8601 0.376
C -4.6786 2.4167 -0.6308 -0.729
H -4.7736 2.0103 -1.6366 0.378
H -5.2668 3.3384 -0.5561 0.328
H -2.5909 1.8358 -0.4775 0.077
H -2.9406 1.1778 1.8179 0.099
H -5.6425 2.6306 1.9278 0.329
C -3.6439 -0.7891 -0.1237 0.029
C -3.1654 -1.3474 1.0432 -0.877
C -1.8600 -1.8074 1.1083 -0.323
C -1.0255 -1.7163 -0.0043 0.350
C -1.5414 -1.1487 -1.1845 0.322
C -2.8422 -0.6918 -1.2473 -0.598
H -3.2461 -0.2772 -2.1568 0.569
Cl -0.5072 -1.0278 -2.5545 -0.214
O 0.2536 -2.1300 -0.0595 -0.230
C 0.8755 -2.6304 1.1071 -1.106
C 2.3211 -3.0525 0.7603 -0.026
O 3.0496 -3.2176 1.9453 -0.676
H 3.3902 -2.3361 2.1686 0.389
C 3.0142 -2.0177 -0.1399 -0.936
N 3.1539 -0.7850 0.6192 0.097
H 2.2667 -0.2910 0.5998 0.184
C 4.2132 0.1470 0.2256 0.566
C 3.9801 1.4443 1.0094 -1.686
C 5.0803 2.4574 0.7004 0.442
C 6.4354 1.8757 1.0970 -1.487
C 6.6784 0.5898 0.3098 0.500
C 5.5788 -0.4239 0.6247 -1.339
H 5.5726 -0.6561 1.6917 0.448
H 5.7776 -1.3496 0.0822 0.444
C 6.6756 0.8987 -1.1868 -1.461
C 5.3214 1.4864 -1.5813 0.540
C 5.0754 2.7725 -0.7945 -1.468
H 5.8544 3.5028 -1.0235 0.514
H 4.1149 3.2070 -1.0811 0.483
C 4.2185 0.4737 -1.2755 -1.414
H 3.2449 0.8790 -1.5657 0.448
H 4.3879 -0.4366 -1.8544 0.461
H 5.3182 1.7086 -2.6546 0.250
H 7.4709 1.6098 -1.4206 0.504
H 6.8654 -0.0141 -1.7561 0.487
H 7.6482 0.1657 0.5934 0.259
H 7.2269 2.5976 0.8848 0.503
H 6.4514 1.6653 2.1687 0.481
H 4.8942 3.3755 1.2689 0.244
H 3.0074 1.8650 0.7397 0.631
H 3.9631 1.2193 2.0780 0.430
H 2.4472 -1.9064 -1.0723 0.331
H 4.0058 -2.4053 -0.3771 0.464
H 2.2982 -4.0226 0.2538 0.503
H 0.3339 -3.4981 1.5003 0.574
H 0.9104 -1.8554 1.8841 0.456
H -1.4966 -2.2433 2.0245 0.438
H -3.8260 -1.4328 1.8911 0.508
```

Values from the calculation:
F_max ... 1.05 eV/A
Electronic energy ... -2240.3207 Eh
ΔE to the lowest compared entry with this formula, charge and spin ... 4.0 kJ/mol
Structure (SMILES) ... O=S(=O)(c1ccc(OC[C@H](O)CN[C@]23C[C@H]4C[C@H](C[C@H](C4)C2)C3)c(Cl)c1)N1CCOCC1
Molar mass ... 485.046 g/mol
Kohn-Sham gap ... 0.3424 Ha

---

Copy entry 1 word for word.
ORCA calculation (ωB97M-V with the def2-TZVPD basis set) on the molecule C23H32N4S2 at a distorted geometry.

XYZ file:
```
61
Properties=species:S:1:pos:R:3:mulliken_charge:R:1
C -1.2011 -1.5141 -0.0117 -1.177
H -0.8547 -2.4443 0.4245 0.610
H -0.8901 -0.5980 0.5542 0.143
H -2.2586 -1.5594 -0.3612 0.109
C -0.3812 -1.5916 -1.5188 1.808
C -0.8387 -2.6425 -2.2628 -1.841
H -1.9039 -2.5780 -2.4798 0.323
H -0.1578 -2.5403 -3.3108 0.260
H -0.7362 -3.4851 -1.9015 0.731
C 1.1259 -1.6035 -1.0127 -1.879
N 1.4181 -0.6399 0.1986 0.714
C 1.8368 -1.3473 1.1864 0.234
N 2.3946 -0.8656 2.2057 -0.100
H 2.7916 -1.1384 3.1080 0.349
C 2.5985 0.7244 2.2213 -0.398
H 1.7358 1.2376 1.9530 -0.030
H 2.6131 0.8877 3.4488 0.334
C 3.9351 1.0866 1.8304 -1.188
C 4.1292 0.9610 0.2129 0.483
C 4.5752 -0.2650 -0.0881 -0.514
C 4.5425 -0.6036 -1.6503 -0.768
C 3.8729 0.3726 -2.2935 -0.152
C 3.4079 1.5603 -1.9223 -0.670
C 3.3697 1.7839 -0.4506 -0.200
H 2.9756 2.8136 -0.5008 0.435
H 3.0412 2.1642 -2.6798 0.530
H 3.9898 -0.1308 -3.5084 0.036
H 5.0787 -1.3490 -1.9517 0.735
H 4.9893 -1.0406 0.5935 0.334
H 4.1463 2.1687 1.9977 0.382
H 4.7733 0.7033 2.2166 0.643
S 1.9267 -3.1186 1.3472 -0.486
H 1.5677 0.2062 0.1520 -0.157
H 1.2774 -2.7384 -0.8211 0.367
H 1.6739 -1.3010 -1.8440 0.379
C -0.6095 0.1191 -2.0817 -1.782
N -0.1197 1.0961 -1.6184 -0.118
C -0.7322 1.7993 -0.1738 0.292
N -2.0665 1.6893 -0.2213 0.306
H -2.6562 1.0259 -0.6110 0.106
C -2.6664 2.1468 1.0451 -0.881
H -2.6307 1.7558 2.0458 0.310
H -2.5171 3.2175 1.0311 0.530
C -4.3050 2.0078 0.6626 -1.668
C -4.7683 0.7853 0.3083 0.854
C -4.6136 -0.2433 1.4194 -0.393
C -4.9830 -1.6177 1.2346 -0.515
C -5.1236 -2.1037 -0.0666 -1.027
C -5.1306 -0.9738 -1.2635 -0.546
C -4.9929 0.3315 -0.8679 0.175
H -4.7715 1.0078 -1.7937 0.149
H -5.2858 -1.3635 -2.2252 0.492
H -5.2933 -2.9344 -0.3917 0.827
H -5.0779 -2.2825 2.1167 0.326
H -4.5037 0.0973 2.5611 0.225
H -4.4670 2.8680 -0.0140 0.401
H -4.7944 2.4804 1.4439 0.621
S 0.1193 2.8229 0.5196 -0.434
H 0.8692 1.3763 -1.5354 -0.027
H 0.0019 -0.1471 -2.7950 1.040
H -1.6568 -0.0396 -2.4044 0.362
```

Values from the calculation:
F_max ... 18.21 eV/A
Electronic energy ... -1910.3535 Eh
ΔE to the lowest compared entry with this formula, charge and spin ... 1931.9 kJ/mol
Structure (SMILES) ... CC(C)(CNC(=S)NCCc1ccccc1)CNC(=S)NCCc1ccccc1
Molar mass ... 428.671 g/mol
Kohn-Sham gap ... 0.2586 Ha

---

Q: Look up the molar mass of the second one.
A: 946.728 g/mol